[1]
Density functional theory data (the ωB97M-V functional and the def2-TZVPD basis) for a 2-piece molecular cluster, C3H10NOS overall.

XYZ file:
```
16
Properties=species:S:1:pos:R:3:forces:R:3:nbo_charge:R:1
H 1.071 -0.712 2.253 -0.48 0.40 0.32 0.199
H 2.220 2.131 -4.112 1.36 -0.02 -0.97 0.442
C -0.703 -0.814 1.100 -1.10 1.62 -2.00 -0.098
H -0.584 -1.627 -0.895 0.58 0.50 1.03 0.165
H -0.927 -1.844 1.382 -1.08 0.15 0.19 0.173
C 0.065 -0.989 -0.193 0.61 -3.19 -1.25 -0.550
S 0.631 0.365 -1.162 0.42 1.42 -0.08 -0.684
H 1.327 1.458 -3.164 -0.50 0.03 0.50 0.500
O 1.458 2.313 -3.604 -0.91 0.03 0.47 -0.954
H -2.306 -0.355 0.087 -1.21 -0.20 -2.29 0.337
H 0.942 -1.661 0.055 -0.65 0.39 -0.20 0.167
C 0.097 -0.194 2.140 0.34 1.66 2.55 -0.616
H -0.519 -0.119 3.095 0.96 -0.59 -0.76 0.193
H 0.248 0.889 1.934 0.40 -0.72 -0.28 0.219
N -1.849 0.187 0.749 3.58 0.63 2.68 -0.886
H -1.171 0.974 0.336 -2.31 -2.10 0.09 0.393
```
Positions in Å, forces in eV/Å.

## Properties
Net charge: -1
ΔE to the lowest compared entry with this formula, charge and spin, kcal per mole: 29.0
Kohn-Sham gap, eV: 6.476
E, Eh: -648.4854

---

[2]
Density functional theory data (the ωB97M-V functional and the def2-TZVPD basis) for a 15-piece molecular cluster, H30O15 overall.

XYZ file:
```
45
Properties=species:S:1:pos:R:3:forces:R:3:nbo_charge:R:1
H -2.940 -0.844 2.178 0.25 -0.14 -0.07 0.470
H 2.098 1.862 -2.818 0.50 -0.13 -0.41 0.445
H -1.151 -3.898 0.642 0.79 0.96 -0.17 0.492
H -0.751 -2.432 0.227 -0.57 0.17 0.00 0.484
H -2.427 -0.503 0.752 -0.26 0.04 0.51 0.494
H 0.158 -0.668 -0.506 -0.47 -0.47 -0.27 0.474
H 2.974 0.620 2.695 0.28 0.19 0.20 0.486
O 0.039 -1.065 2.956 0.48 0.15 -0.73 -0.982
O 2.465 -1.497 0.069 -1.42 0.76 -0.01 -0.949
H -3.190 1.975 1.444 0.66 0.08 -0.59 0.488
O -0.413 -3.246 0.600 -0.21 -0.95 0.14 -0.972
H 2.900 -2.187 0.515 1.11 -1.29 0.75 0.508
O -2.507 2.336 0.840 0.38 0.21 0.92 -0.982
H -0.052 2.281 2.745 0.12 -0.32 0.25 0.488
H 1.279 2.058 -1.609 -0.12 -0.06 3.13 0.466
H -1.665 2.297 1.367 -1.54 -0.35 -0.59 0.477
H 3.056 -0.882 -0.332 1.33 0.53 0.09 0.494
H 1.457 1.840 0.794 1.64 -0.73 1.33 0.504
O -0.300 -0.260 0.226 -0.17 -0.64 0.59 -1.027
H -0.271 -0.147 2.833 0.13 -0.42 0.14 0.483
H 1.789 -0.043 2.118 -1.87 -2.73 0.19 0.492
H 0.085 0.629 0.149 -0.49 0.54 0.39 0.495
H -2.449 1.221 -1.076 0.27 -0.30 0.13 0.486
O 2.246 0.748 2.089 1.70 2.77 -0.22 -0.974
H -1.176 0.381 -1.441 -0.18 -0.32 0.30 0.471
H 0.272 -1.306 2.034 -0.63 -0.19 0.63 0.481
O -1.194 3.751 -1.511 0.54 -0.55 0.56 -0.950
H 1.524 -1.171 -1.111 -0.26 -0.47 -0.44 0.482
O 0.813 2.041 0.145 -0.56 0.62 -0.59 -0.948
O 0.951 -1.035 -1.893 1.22 -0.08 -0.82 -0.999
H -1.484 4.345 -0.820 -0.30 0.10 0.21 0.450
O -0.713 1.575 2.782 -0.08 0.69 0.74 -0.947
O 1.443 -4.009 -1.590 0.53 -1.46 -1.38 -0.936
H -1.172 1.714 3.632 0.19 -0.05 -0.45 0.498
H -0.316 -1.561 -2.961 -0.42 -0.03 -0.02 0.474
O -1.755 1.077 -1.733 -0.47 0.70 -0.64 -0.952
O 1.238 2.129 -2.516 -0.17 0.28 -3.28 -0.922
H -0.946 -2.827 -3.594 0.08 1.71 -0.13 0.463
H 0.417 2.840 0.476 -0.50 0.82 -0.43 0.490
H 1.110 -3.382 -0.990 -0.95 1.11 1.43 0.480
H 2.356 -3.777 -1.734 0.40 0.01 -0.10 0.452
O -3.231 -0.574 1.303 0.13 0.10 -0.34 -0.966
H -1.171 2.849 -1.104 -0.41 0.79 -0.98 0.485
O -0.908 -1.831 -3.673 -0.18 -1.92 -0.12 -0.952
H 1.497 -1.405 -2.612 -0.51 0.26 0.15 0.503
```
Positions in Å, forces in eV/Å.

## Properties
ΔE to the lowest compared entry with this formula, charge and spin, kcal per mole: 63.6
Kohn-Sham gap, eV: 9.408
E, Eh: -1146.5387

---

[3]
Density functional theory data (the ωB97M-V functional and the def2-TZVPD basis) for C20H12Cl3IN2OV as an isolated structure.

XYZ file:
```
40
Properties=species:S:1:pos:R:3:forces:R:3:nbo_charge:R:1
C -3.265 -2.031 -2.648 0.01 0.02 -0.03 -0.173
H -4.934 -3.221 -5.326 -0.08 -0.08 -0.05 0.217
Cl -4.620 3.924 3.466 -0.27 0.21 0.05 0.007
C -1.990 -1.914 -3.210 -0.60 -0.35 -0.19 -0.078
C -1.146 1.187 2.420 -1.21 1.00 0.57 0.372
V -0.013 -0.101 0.307 -2.06 -1.37 -0.55 0.742
C -3.405 2.053 1.953 0.04 0.08 0.11 -0.221
C -3.303 2.887 3.058 0.21 -0.27 -0.12 -0.072
Cl 0.319 2.060 4.490 0.19 0.04 0.18 0.021
N 1.040 1.554 -2.013 1.02 1.50 -0.85 -0.651
H 5.642 -0.475 1.298 0.11 0.00 0.01 0.227
C 3.835 -1.558 0.871 0.29 0.09 0.03 -0.284
Cl -2.325 0.178 0.304 -1.55 -0.11 -0.53 0.154
H -3.430 -1.721 -1.626 0.02 0.06 0.04 0.215
H -2.666 -3.143 -6.287 0.02 -0.03 -0.09 0.219
C -1.112 2.057 3.534 -0.06 -0.24 -0.35 -0.109
N 1.846 -0.239 0.568 3.66 -0.58 0.71 -0.490
H 1.162 1.478 -3.023 -0.19 -0.48 -0.03 0.328
C 2.582 0.865 0.795 -0.11 0.29 0.00 0.077
C -4.315 -2.506 -3.407 -0.13 -0.08 -0.02 -0.213
O -0.175 0.414 2.097 0.76 0.07 1.41 -0.741
C 2.488 -1.407 0.639 -0.63 -0.46 -0.06 0.118
C -1.775 -2.351 -4.518 0.08 0.09 0.12 -0.172
C 0.432 0.664 -1.382 0.00 1.04 0.60 -0.057
H -5.305 -2.568 -2.979 -0.03 0.00 0.03 0.219
H 4.280 -2.540 0.890 -0.01 -0.03 0.02 0.240
H 4.460 1.736 1.285 0.01 0.06 -0.06 0.232
C -2.831 -2.828 -5.268 -0.10 -0.04 -0.09 -0.214
H -4.289 2.045 1.336 -0.08 0.04 -0.02 0.238
C 4.585 -0.408 1.094 -0.53 0.10 -0.05 -0.145
C -2.160 2.897 3.846 -0.13 -0.05 -0.16 -0.225
C -4.105 -2.883 -4.724 0.02 -0.06 0.00 -0.191
C 3.928 0.821 1.075 0.32 -0.26 0.06 -0.231
I 1.185 -3.078 0.463 0.51 0.17 0.05 0.203
H 2.035 1.801 0.748 0.08 -0.08 -0.05 0.236
H -2.085 3.564 4.691 -0.01 0.02 0.07 0.241
C -2.332 1.239 1.659 0.23 0.44 0.96 -0.153
C -0.985 -1.236 -2.494 0.99 0.75 0.93 0.088
C -0.229 -0.517 -1.857 -0.89 -1.50 -2.58 -0.198
H -0.785 -2.280 -4.939 0.12 0.02 -0.07 0.221
```
Positions in Å, forces in eV/Å.

## Properties
Kohn-Sham gap (alpha / beta), eV: 6.699 / 7.371
E, Eh: -3576.2461
2S+1: 4
⟨S²⟩: 3.7793

---

[4]
Density functional theory data (the ωB97M-V functional and the def2-TZVPD basis) for a 9-piece molecular cluster, C39H97ClN7O12 overall.

XYZ file:
```
156
Properties=species:S:1:pos:R:3:forces:R:3:lowdin_charge:R:1
C 2.715 2.764 -0.625 0.26 0.15 -0.34 -0.016
H -2.552 -1.168 2.616 -1.05 0.31 -0.63 0.069
H -3.680 -4.390 0.625 -0.24 0.30 0.31 0.122
H 6.563 1.142 -2.342 -0.13 0.12 -0.36 0.116
H 0.111 3.508 4.069 -0.21 0.15 0.09 0.120
C 6.631 3.903 -3.012 -1.52 0.49 -0.36 -0.045
H 3.911 -4.113 -0.819 -0.01 -0.10 -0.09 0.073
O -3.262 1.104 -0.150 -0.13 0.75 0.73 0.014
C 6.240 1.894 -1.621 -1.07 -0.75 0.93 -0.123
H 1.084 3.697 2.561 -0.40 -0.11 -0.22 0.103
H 1.672 -1.592 -6.010 -0.16 -0.08 0.51 0.114
C -0.424 -2.172 -6.249 -0.01 0.31 -0.27 -0.398
H 0.156 1.265 -4.198 -0.04 0.29 -0.30 0.063
H 7.158 2.200 -1.119 0.00 0.61 -0.12 0.108
H -0.748 2.087 0.278 -0.01 -0.07 -0.31 0.078
H -2.752 5.221 1.925 0.02 -0.60 0.57 0.111
H 7.048 3.441 -3.908 0.20 -0.38 0.30 0.076
C -1.112 3.106 0.411 -0.41 0.41 0.46 -0.019
H -1.739 -5.572 -2.798 -0.16 -0.21 -0.22 0.070
H -6.013 1.997 0.677 -0.76 0.47 0.18 0.082
H 4.661 0.531 -1.025 -0.68 0.46 0.16 0.111
H 2.415 0.917 5.305 -0.30 -0.18 0.29 0.074
H 3.892 -5.396 3.159 0.60 -0.59 -0.13 0.069
H 0.017 0.921 3.135 -0.09 -0.03 -0.12 0.072
H -2.645 1.497 2.554 -0.49 -0.57 0.01 0.067
H -0.868 -5.233 0.005 0.58 -0.27 -0.55 0.068
O -4.240 -3.503 -1.182 -0.76 0.67 0.43 -0.167
C -2.816 -2.174 2.943 0.91 -0.74 0.72 -0.104
H -6.496 -1.546 3.398 0.26 0.51 -0.70 0.070
C -5.625 -1.393 5.297 0.09 1.70 -0.97 -0.354
H 3.455 -3.885 2.722 -0.36 0.47 -0.56 0.069
C -5.018 -2.512 -0.569 -1.01 -0.16 -0.30 -0.108
C -4.121 -1.559 4.734 -1.74 -0.18 1.25 -0.181
H 2.004 -8.960 1.984 0.44 0.20 0.28 0.080
H -1.354 -6.900 -0.694 0.41 0.33 -0.23 0.071
H -0.986 -2.939 -6.782 0.23 -0.19 -0.22 0.114
C -3.353 2.299 2.764 -0.08 0.54 -0.09 -0.029
H -5.983 -2.399 5.516 0.01 0.07 0.28 0.126
H -5.494 -2.893 0.333 -0.14 -0.21 0.28 0.079
H -2.054 -2.277 3.715 0.50 -0.69 0.04 0.084
C -4.644 4.177 1.550 0.50 -0.58 0.51 -0.118
C 3.929 -5.118 0.967 0.18 0.32 0.75 -0.440
H 1.395 -3.340 -9.064 0.93 0.15 0.04 0.076
H -1.774 2.300 -2.028 -0.05 -0.42 0.35 0.070
H 6.024 0.430 -0.055 0.21 0.06 0.27 0.109
O 0.885 -2.637 0.262 -0.38 -1.62 0.54 -0.358
H 1.242 -8.350 0.597 0.35 0.36 -0.81 0.075
H 0.676 6.045 4.224 -0.30 -0.12 0.19 0.073
H -5.506 4.411 0.925 -0.08 -0.54 -0.28 0.118
N -3.465 2.433 0.269 -2.06 1.10 -1.17 -0.115
H 2.182 2.323 0.218 0.14 0.05 0.16 0.063
C 5.495 3.055 -2.324 0.28 0.24 -0.26 -0.451
H 1.514 -0.025 3.103 0.07 -0.04 1.05 0.083
C 4.165 -4.651 2.411 -1.42 0.04 1.02 -0.072
C 4.123 3.322 -0.186 -1.55 -0.38 0.29 -0.458
H -1.337 -0.659 -7.561 0.40 0.18 -0.12 0.066
H 1.256 -1.431 -7.614 -0.50 -0.29 -0.76 0.110
H -3.698 -0.571 4.550 -0.05 0.17 -0.33 0.107
O 4.186 5.017 -1.822 0.02 0.62 -0.51 -0.014
H -0.088 -3.318 -4.509 0.02 -0.43 -0.44 0.069
H -3.205 3.157 -2.347 -0.35 0.22 0.32 0.086
C -5.527 1.813 1.635 0.93 -0.05 -2.23 -0.041
H 0.864 1.495 5.536 0.01 -0.39 0.29 0.071
H 1.844 6.097 2.956 0.33 -0.06 -0.20 0.071
C 1.757 -8.016 1.497 -0.68 -0.51 0.27 -0.142
H 2.302 6.488 4.639 0.37 -0.51 0.01 0.080
H -6.724 -0.635 6.890 -0.18 -0.83 0.10 0.049
C 4.438 2.567 -3.400 1.68 -0.43 0.35 -0.017
C 1.126 1.278 -3.700 -0.72 -0.88 1.28 -0.140
H 1.824 -5.310 1.214 -0.42 -0.43 0.50 0.118
H 1.286 -0.401 -2.567 -0.28 0.49 0.40 0.019
H 3.831 3.401 -3.752 0.06 -0.18 -0.05 0.081
H -4.059 2.073 3.562 0.42 -0.29 0.32 0.069
C 1.743 2.075 3.835 0.24 -0.36 -0.75 -0.451
N -2.071 -4.773 -2.276 0.05 0.37 -1.84 0.049
O -4.058 -2.413 3.581 -0.55 1.66 0.58 -0.184
H 6.162 4.808 -3.397 -0.13 0.19 -0.16 0.063
Cl 0.338 -1.423 -0.237 0.89 1.39 1.80 0.614
H -3.504 -5.939 -1.286 -0.34 0.33 -0.35 0.138
H 4.189 1.539 1.065 -0.72 0.47 0.16 0.116
O 2.890 -7.205 1.350 -0.95 0.23 0.03 -0.184
H 0.979 1.747 -2.727 0.06 0.60 -0.16 0.067
H -1.217 -4.291 -2.035 0.05 0.54 0.12 0.064
O -0.292 -1.614 -1.488 -0.63 -0.25 -1.30 -0.330
H -4.950 4.427 2.566 -0.15 -0.23 0.21 0.116
C -1.186 -0.839 -6.496 0.25 -0.63 -0.01 -0.063
C -4.221 2.660 1.522 0.60 0.24 0.49 -0.449
N 4.896 3.950 -1.297 1.11 -2.49 2.09 -0.125
H -4.527 -1.585 -0.273 0.54 0.07 -0.33 0.080
H 0.954 -7.549 2.068 0.09 0.32 0.37 0.082
H 1.355 1.062 1.945 -0.59 0.66 -0.38 0.047
H -1.648 3.921 -2.335 0.01 0.83 0.81 0.085
C 1.228 -3.968 -8.189 -0.25 0.29 1.06 -0.091
N 4.006 -3.937 0.171 0.35 0.85 -1.08 0.033
N -5.784 -0.535 6.536 0.61 -0.98 0.05 0.014
H 3.330 -3.224 0.402 -0.27 -0.05 0.21 0.056
H 0.010 -1.751 -4.391 -0.07 0.38 0.77 0.038
C 1.719 5.822 4.003 -0.74 -1.10 -0.18 -0.099
H -5.815 0.465 6.394 0.79 0.20 -0.88 0.050
H 5.571 2.462 1.241 0.61 0.35 -0.51 0.122
H 7.390 4.272 -2.322 0.05 -0.53 0.14 0.077
H -6.149 2.027 2.504 0.20 0.15 -0.16 0.075
H 5.122 -4.185 2.645 0.25 -0.49 -0.47 0.073
H -2.501 -3.265 -0.204 0.29 0.06 0.54 0.123
H -1.263 3.225 1.484 0.33 0.22 0.11 0.056
H 2.337 -6.070 -0.276 0.22 0.19 -0.27 0.122
O 1.504 -0.066 -3.439 0.90 -0.33 -1.33 -0.141
O 2.014 4.425 4.234 -0.39 0.82 0.11 -0.205
H -2.670 3.077 3.107 -0.28 0.50 -0.02 0.061
H -2.482 0.843 0.345 0.55 -0.84 0.04 0.058
C -2.280 3.232 -1.775 -0.05 -1.64 -1.13 -0.048
C 4.862 2.157 0.471 -0.41 -0.99 -0.06 -0.162
H -2.194 -0.872 -6.082 0.14 -0.24 0.29 0.074
H 4.871 5.667 -1.651 -0.53 0.80 -0.30 0.103
C -6.509 -0.790 4.183 0.07 -1.55 0.14 -0.077
C -2.908 4.874 -0.073 1.08 -0.67 -2.19 -0.164
O -0.596 -0.831 0.708 -0.22 -0.40 -0.13 -0.370
H -6.175 0.200 3.872 0.03 -0.21 -0.13 0.050
H 1.878 1.804 -4.289 -0.02 -0.18 0.03 0.067
C -1.649 -5.946 -0.256 -1.24 0.44 1.38 -0.071
H 1.623 -4.979 -8.291 0.38 0.30 0.05 0.081
H -0.659 -0.015 -6.016 0.04 0.16 -0.16 0.057
N -0.552 -2.475 -4.816 0.46 0.66 -0.45 0.053
O 1.465 -0.528 -0.350 0.22 0.92 -0.78 -0.373
H -5.351 0.747 1.492 0.41 -0.15 0.78 0.071
C -2.723 -5.203 -1.095 1.65 -1.17 1.86 -0.440
H -3.961 6.149 1.275 -0.17 0.25 -0.50 0.116
C 1.074 -2.095 -6.769 -0.41 0.13 1.34 -0.202
H -3.548 -2.002 5.549 0.28 -0.11 0.07 0.114
C 1.098 0.977 3.001 0.07 0.05 -1.20 -0.061
H 2.048 3.510 -1.056 0.20 0.40 0.05 0.077
H 3.365 3.742 1.774 0.26 0.08 0.15 0.067
C 1.107 3.472 3.628 1.86 0.05 0.14 -0.169
H 4.818 -5.715 0.765 -0.28 -0.51 -0.50 0.131
H 2.794 2.091 3.549 0.08 0.60 -0.40 0.129
H 3.279 5.149 0.724 -0.31 -0.08 -0.25 0.074
C -2.475 3.375 -0.264 0.79 0.70 -0.38 -0.462
N 1.797 1.711 5.215 -0.06 0.52 1.17 0.034
C 5.383 1.176 -0.525 1.83 -0.34 -1.61 -0.175
H -3.503 5.228 -0.915 -0.41 -0.51 -0.19 0.120
H -2.692 -2.930 2.168 0.09 0.36 0.03 0.075
H 0.144 -4.068 -8.259 -0.30 -0.11 0.71 0.065
H 2.769 1.980 -1.381 0.28 -0.06 0.18 0.049
C -3.283 -4.016 -0.319 0.71 -1.03 -1.51 -0.228
H -7.563 -0.777 4.463 -0.02 0.35 0.39 0.068
H 3.847 1.681 -3.165 -0.27 0.40 0.79 0.054
H -2.047 -6.180 0.731 -0.27 -0.37 0.27 0.062
C -3.544 5.146 1.180 -0.63 0.83 2.78 -0.241
H 5.053 2.122 -4.183 0.04 0.52 -0.62 0.076
H 4.822 4.729 1.321 0.19 -0.36 0.29 0.086
C 3.887 4.282 0.984 -0.11 0.90 -0.71 -0.041
H -2.022 5.504 -0.157 0.37 -0.20 -0.06 0.122
C 2.610 -5.919 0.768 1.80 -0.20 0.44 -0.165
O 1.691 -3.370 -6.923 -1.08 -0.51 -2.29 -0.181
H -0.358 3.811 0.061 0.12 -0.07 0.02 0.082
H -5.806 -2.317 -1.296 -0.04 0.41 0.13 0.088
```
Positions in Å, forces in eV/Å.

## Properties
Net charge: -1
ΔE to the lowest compared entry with this formula, charge and spin, kcal per mole: 90.2
Kohn-Sham gap, eV: 8.254
E, Eh: -3290.0347

---

Question: Which of these has the highest E?
Answer: C3H10NOS